A molecular structure, C17H31F5P2Pb, computed with the ωB97M-V functional and the def2-TZVPD basis.

Last column: Löwdin charge in e.
CARTESIAN COORDINATES (ANGSTROEM)
P: -1.260 -3.041 1.377  0.8898
P: -0.901 1.183 0.961  0.9313
C: -2.151 -1.574 0.712  -0.4206
C: -1.482 -0.389 -0.023  -0.4066
H: -2.700 -1.186 1.593  0.0626
H: -2.973 -1.970 0.085  0.0721
H: -0.572 -0.727 -0.502  -0.0232
H: -2.118 0.016 -0.805  0.0366
C: -2.485 1.970 0.735  -0.3166
H: -2.753 2.762 1.440  0.0506
H: -3.269 1.221 0.841  0.0407
H: -2.601 2.385 -0.264  0.0309
C: 0.285 2.630 0.383  -0.2890
H: -0.100 3.083 -0.541  -0.0038
H: 1.321 2.312 0.189  -0.0890
H: 0.401 3.459 1.094  0.0525
C: -1.859 -4.506 0.431  -0.3280
H: -1.732 -5.386 1.093  0.0377
H: -1.308 -4.675 -0.488  0.0163
H: -2.927 -4.355 0.228  0.0297
C: 0.530 -3.110 0.701  -0.3027
H: 0.988 -2.136 0.517  -0.0748
H: 0.621 -3.709 -0.219  0.0294
H: 1.136 -3.581 1.482  0.0317
Pb: 2.231 0.125 0.209  1.3687
C: 1.349 1.978 -2.295  -0.2035
C: 0.010 1.974 -2.362  -0.1416
C: -0.859 0.948 -3.030  -0.1883
C: -0.274 -0.444 -3.279  -0.1539
C: 0.648 -1.005 -2.207  -0.1210
C: 1.957 -0.718 -2.011  -0.4347
C: 2.789 0.069 -2.984  -0.2071
C: 2.121 1.402 -3.415  -0.1830
C: 1.613 -0.456 2.561  -0.3165
H: 1.928 2.652 -1.662  0.0971
H: -0.623 2.847 -2.173  0.1123
H: -1.165 1.444 -3.980  0.1313
H: -1.842 0.915 -2.496  0.1036
H: -1.126 -1.162 -3.333  0.1261
H: 0.145 -0.421 -4.302  0.1177
H: 0.222 -1.865 -1.703  0.0886
H: 2.549 -1.381 -1.355  0.0350
H: 3.082 -0.501 -3.900  0.1333
H: 3.757 0.264 -2.480  0.0974
H: 2.911 2.138 -3.684  0.1296
H: 1.543 1.221 -4.353  0.1191
H: 2.192 0.048 3.388  0.0030
H: 1.927 -1.508 2.542  -0.0651
H: 0.545 -0.496 2.960  -0.0097
F: -1.430 1.491 3.788  -0.0574
C: -0.063 1.586 3.935  -0.3702
F: 0.376 2.799 3.489  -0.0191
C: 0.266 1.396 5.455  -0.5711
F: 0.157 0.069 5.779  0.0945
F: 1.539 1.743 5.682  0.1184
F: -0.564 2.171 6.198  0.1087

Properties
DFT total energy	-55533.069	eV
relative energy (zero: lowest compared OMol25 entry of this formula, charge and spin)	7.853	eV
E_HOMO (spin up / spin down)	-4.916 / -4.911	eV
frontier orbital gap (spin up / spin down)	0.12737 / 0.12716	hartree

***

2 unconnected molecules or ions with the total composition C8H12ClNSi, computed with the ωB97M-V functional and the def2-TZVPD basis.

Last column: Löwdin charge in e.
CARTESIAN COORDINATES (ANGSTROEM)
C: -0.938 -1.137 0.904  -0.0726
C: -0.241 0.099 1.116  -0.0988
C: -2.212 -1.085 0.358  -0.0709
C: -0.792 1.230 0.567  -0.1409
C: -2.718 0.027 -0.284  -0.2871
C: -1.945 1.171 -0.134  -0.0796
C: -4.016 0.023 -0.965  -0.0494
C: 4.247 -1.155 0.600  -0.2840
N: 4.350 -0.134 -0.337  -0.3071
Si: 3.345 1.007 -0.883  0.2067
Cl: 4.306 2.556 -1.697  0.2780
H: -0.527 -2.102 1.302  0.1148
H: 0.641 0.053 1.750  0.0943
H: -2.638 -2.078 0.155  0.1174
H: -0.357 2.254 0.566  0.1166
H: -4.986 -0.009 -0.425  0.1072
H: -4.054 0.815 -1.620  0.0482
H: -3.999 -0.811 -1.602  0.0657
H: 3.241 -1.352 0.961  0.0546
H: 4.692 -2.008 0.080  0.0778
H: 4.848 -0.753 1.374  0.0600
H: -2.160 2.041 -0.788  0.1250
H: 1.913 1.347 -0.998  -0.0759

Properties
SMILES string	C/N=[SiH]/Cl.Cc1ccccc1
DFT total energy	-30379.636	eV
relative energy (zero: lowest compared OMol25 entry of this formula, charge and spin)	2.695	eV
E_HOMO	-8.894	eV
frontier orbital gap	0.33769	hartree

***

C5H6O2 in the gas phase, computed with the ωB97M-V functional and the def2-TZVPD basis.

Last column: Löwdin charge in e.
CARTESIAN COORDINATES (ANGSTROEM)
O: -0.908 -0.444 2.232  0.1004
C: -0.553 -0.171 1.113  -0.3637
C: -1.471 0.330 -0.010  -0.0936
O: -0.925 -0.162 -1.225  -0.0565
C: 0.402 -0.513 -0.966  -0.2490
C: 1.294 0.554 -0.501  -0.0245
C: 0.769 -0.403 0.531  -0.1250
H: -1.492 1.428 0.019  0.1344
H: -2.486 -0.044 0.104  0.1363
H: 0.691 -1.528 -1.127  0.1502
H: 0.880 1.553 -0.447  0.1229
H: 2.346 0.508 -0.727  0.1131
H: 1.452 -1.107 1.004  0.1550

Properties
SMILES string	O=C1CO[C@H]2C[C@@H]12
DFT total energy	-9375.154	eV
relative energy (zero: lowest compared OMol25 entry of this formula, charge and spin)	1.942	eV
E_HOMO	-9.391	eV
frontier orbital gap	0.37802	hartree

***

A molecular structure, C27H16Br6F3NO6Rh, computed with the ωB97M-V functional and the def2-TZVPD basis.

Last column: Löwdin spin population.
CARTESIAN COORDINATES (ANGSTROEM)
Rh: 0.577 0.113 0.628  2.5513
Br: -3.938 -2.625 1.116  0.0002
C: -2.802 -1.994 2.492  0.0011
C: -3.085 -2.302 3.809  0.0013
C: -2.283 -1.817 4.818  -0.0014
Br: -2.705 -2.306 6.611  0.0005
C: -1.174 -0.996 4.551  0.0024
C: -0.310 -0.447 5.521  -0.0055
C: 0.751 0.322 5.125  0.0028
C: 0.944 0.577 3.761  0.0008
N: 0.139 0.093 2.849  0.0725
C: -0.894 -0.691 3.190  0.0072
C: -1.706 -1.200 2.102  0.0080
O: -1.457 -0.925 0.895  0.0831
H: -3.940 -2.922 4.038  0.0002
H: -0.495 -0.641 6.568  -0.0004
H: 1.439 0.735 5.845  0.0007
H: 1.757 1.204 3.423  0.0004
Br: 5.241 5.631 0.622  0.0200
C: 4.521 3.890 0.612  0.0891
C: 5.367 2.780 0.508  0.0764
Br: 7.228 3.050 0.363  0.0166
C: 4.845 1.499 0.503  0.0591
Br: 5.966 -0.017 0.379  0.0089
C: 3.452 1.260 0.565  0.1007
O: 2.926 0.122 0.471  0.2846
C: 2.576 2.422 0.758  0.1073
O: 1.342 2.229 0.933  0.2781
C: 3.158 3.704 0.739  0.0500
Br: 1.968 5.168 0.866  0.0056
C: -1.136 -1.260 -5.844  0.0000
C: -1.373 -0.467 -4.596  0.0000
C: -2.627 -0.412 -4.001  0.0000
C: -2.840 0.263 -2.813  -0.0001
C: -4.204 0.258 -2.195  0.0005
C: -1.750 0.892 -2.178  0.0005
C: -1.948 1.501 -0.874  0.0065
O: -1.129 1.640 0.017  0.0403
C: -0.483 0.879 -2.792  0.0005
C: 0.699 1.569 -2.197  0.0061
C: -0.324 0.210 -3.994  0.0001
H: -2.071 -1.626 -6.260  0.0000
H: -0.501 -2.115 -5.616  0.0000
H: -0.626 -0.658 -6.595  0.0000
H: -3.455 -0.927 -4.469  0.0000
H: -4.907 -0.269 -2.834  0.0001
H: -4.574 1.272 -2.047  0.0002
H: -4.176 -0.243 -1.230  0.0001
H: -2.975 1.867 -0.690  0.0020
H: 0.419 2.455 -1.628  -0.0001
H: 1.422 1.840 -2.965  0.0005
H: 1.189 0.856 -1.510  0.0026
H: 0.655 0.181 -4.451  0.0000
F: 1.852 -4.696 0.256  0.0010
C: 1.100 -3.958 -0.576  0.0029
F: -0.107 -4.555 -0.616  0.0006
F: 1.638 -4.101 -1.797  0.0010
C: 0.978 -2.453 -0.151  0.0067
O: 0.779 -1.650 -1.068  0.0399
O: 1.065 -2.215 1.059  0.0663

Properties
charge	-1
multiplicity	5
DFT total energy	-473452.070	eV
relative energy (zero: lowest compared OMol25 entry of this formula, charge and spin)	0.330	eV
E_HOMO (spin up / spin down)	-4.804 / -4.762	eV
frontier orbital gap (spin up / spin down)	0.24792 / 0.18958	hartree